Entry from the OMol25 dataset: a 4-piece molecular cluster, C17H38NO10P overall in a non-equilibrium geometry (wB97M-V/def2-TZVPD).

M   447.5 g/mol
Energy above the lowest of the compared OMol25 structures with the same formula, charge and spin   9.4 kcal per mole
LUMO level   0.67 eV
Gap between HOMO and LUMO   0.3085 Eh
Electronic energy   -1819.024917 Eh
Structure (SMILES)   CO[C@@H](CN)P(C)C.CCOC(=O)OC.CCOC(=O)OC.CCOC(=O)OC
E_HOMO   -7.73 eV
F_max   2.15 eV Å⁻¹

Each line ends with the Mulliken charge.
Element x y z (Å)
C: -3.69442 5.47713 4.41281  -0.743
O: -4.91857 4.99279 4.94117  -0.388
C: -5.87688 4.71678 3.94244  0.094
C: -5.81664 3.23254 3.49441  -0.663
N: -5.26542 3.09605 2.11642  -0.389
P: -7.53381 5.28883 4.62953  -0.002
C: -8.28637 6.41796 3.34358  -1.048
C: -8.66539 3.85490 5.01003  -1.084
H: -2.95655 4.66267 4.44174  0.267
H: -3.78110 5.93332 3.42010  0.313
H: -3.31433 6.26368 5.08310  0.257
H: -5.71967 5.31935 3.02678  0.390
H: -5.13664 2.69986 4.17498  0.193
H: -6.78481 2.71294 3.50635  0.422
H: -5.61295 3.84993 1.53646  0.179
H: -5.65244 2.24765 1.72532  0.237
H: -7.78570 7.38436 3.44879  0.316
H: -9.36015 6.52590 3.53186  0.354
H: -8.14397 6.02541 2.32288  0.318
H: -9.24474 3.59886 4.10416  0.328
H: -8.12199 2.94793 5.29317  0.356
H: -9.34446 4.14198 5.81630  0.342
C: -2.14539 1.50214 2.12220  -0.918
C: -2.37579 2.04833 0.72870  -0.071
O: -1.36216 1.59312 -0.18009  -0.357
C: -1.51861 0.34919 -0.62496  0.755
O: -2.42055 -0.39400 -0.35312  -0.553
O: -0.48976 0.06746 -1.42516  -0.348
C: -0.48956 -1.27288 -1.91729  -0.558
H: -1.13447 1.73589 2.46156  0.311
H: -2.86414 1.92960 2.82053  0.124
H: -2.24908 0.41651 2.14054  0.311
H: -2.30675 3.13468 0.74652  0.275
H: -3.36636 1.79164 0.35573  0.249
H: -1.43921 -1.52189 -2.38769  0.292
H: -0.27314 -1.96896 -1.10733  0.291
H: 0.29887 -1.34636 -2.66260  0.149
C: 3.04470 -0.79846 -5.95043  -1.050
C: 2.75255 -1.96910 -6.86735  -0.187
O: 3.68122 -3.03961 -6.65780  -0.364
C: 3.43897 -3.79688 -5.58958  0.808
O: 2.52632 -3.66756 -4.82187  -0.553
O: 4.40077 -4.71484 -5.51177  -0.348
C: 4.31095 -5.55126 -4.35685  -0.547
H: 4.08431 -0.48336 -6.05327  0.293
H: 2.39405 0.04440 -6.18511  0.363
H: 2.89077 -1.07037 -4.90584  0.251
H: 2.87472 -1.66312 -7.90554  0.299
H: 1.72845 -2.32496 -6.75021  0.303
H: 3.32387 -6.00197 -4.26966  0.292
H: 4.54979 -4.97799 -3.46107  0.220
H: 5.04637 -6.34413 -4.46724  0.225
C: 8.72806 -6.00656 0.99018  -1.087
C: 7.90156 -4.91313 1.63619  -0.168
O: 7.97796 -3.69222 0.89010  -0.375
C: 7.21409 -3.64595 -0.19853  0.788
O: 6.47834 -4.51213 -0.58530  -0.557
O: 7.42397 -2.47180 -0.79474  -0.341
C: 6.72725 -2.31889 -2.03010  -0.624
H: 9.75382 -5.66854 0.83517  0.293
H: 8.73966 -6.89899 1.61650  0.351
H: 8.32562 -6.27756 0.01395  0.304
H: 8.29833 -4.68703 2.62502  0.294
H: 6.86216 -5.21739 1.76320  0.308
H: 5.66380 -2.52200 -1.91260  0.280
H: 7.15896 -2.97634 -2.78491  0.294
H: 6.85173 -1.28756 -2.35048  0.239